This record from the Open Molecules 2025 dataset describes a molecular structure, C23H39LuO2Si in a non-equilibrium geometry. The level of theory is ωB97M-V with the def2-TZVPD basis set.

**2S+1**: 1
**HOMO level**: -7.306 eV
**LUMO**: 0.3451 eV
**Frontier orbital gap**: 0.2812 hartree

Last column: Mulliken charge in e.
Cartesian coordinates (Å):
1 O 0.09694 -0.40513 -3.87740  -0.3904
2 C 0.11712 0.80247 -4.71948  -0.4513
3 C 0.03823 0.06545 -6.02984  -0.7479
4 H 1.04961 1.34944 -4.54711  0.2556
5 H -0.75634 1.44445 -4.55776  0.2948
6 C 0.10176 -1.19820 -5.11470  1.2059
7 H 0.89277 0.20283 -6.69571  0.3318
8 H -0.92236 0.19828 -6.53682  0.2914
9 C 1.42045 -1.96033 -5.24479  -1.5988
10 H 2.25627 -1.30963 -4.95400  0.3819
11 H 1.56019 -2.29112 -6.28639  0.3879
12 H 1.41091 -2.84279 -4.58482  0.3273
13 C -1.14212 -2.06072 -5.18388  -1.6126
14 H -2.01450 -1.47018 -4.87061  0.3440
15 H -1.03623 -2.93364 -4.52334  0.3335
16 H -1.29038 -2.41139 -6.21295  0.3900
17 Lu -0.32224 -0.71720 1.11562  2.3091
18 C -2.19972 -1.22316 2.66029  -0.7783
19 C -2.09321 0.19921 2.68533  -0.2798
20 C -2.43543 0.69424 1.39501  -0.5804
21 H -1.78537 0.80524 3.53381  0.4386
22 C -2.76644 -0.42889 0.56531  -0.7154
23 C -2.62232 -1.60799 1.34719  -0.7709
24 H -2.85059 -2.60702 0.98117  0.4684
25 H -2.03655 -1.89168 3.51091  0.5339
26 H -2.52168 1.74384 1.10942  0.4871
27 H -3.16615 -0.40145 -0.44621  0.6316
28 C 0.77188 -2.32832 2.68398  -0.3863
29 C -0.01975 -3.08522 1.76684  -1.0939
30 C 0.53720 -2.92852 0.45927  -0.5768
31 H -0.87921 -3.71005 2.01018  0.6348
32 C 1.67729 -2.06655 0.56514  -0.7460
33 C 1.83649 -1.71912 1.93985  -0.3561
34 H 2.63179 -1.09345 2.34645  0.4525
35 H 0.60818 -2.24062 3.75783  0.4724
36 H 0.21197 -3.44346 -0.44320  0.5443
37 H 2.34174 -1.79611 -0.25520  0.4957
38 O 0.64994 0.65766 -0.77215  -0.5617
39 C -0.44751 0.10177 -1.50634  0.0350
40 C -1.42207 1.20094 -1.85149  -0.8004
41 H -0.93623 -0.83160 -1.10820  0.1948
42 H 0.10668 -0.26893 -2.36139  0.6484
43 C -0.53796 2.45546 -1.86050  -0.7251
44 H -2.14227 1.27908 -1.01673  0.2160
45 H -1.99011 1.03537 -2.77080  0.4702
46 C 0.63186 2.12482 -0.92039  -0.5193
47 H -1.09747 3.32061 -1.50077  0.5174
48 H -0.17055 2.62751 -2.88253  0.1308
49 H 0.45484 2.53097 0.10787  -0.0009
50 H 1.62568 2.39428 -1.28531  0.4416
51 C -0.44321 1.97180 5.20340  -1.2428
52 Si 1.08255 1.51731 4.19702  0.1171
53 C 2.26275 2.98271 4.31204  -1.1460
54 C 1.85451 0.06641 5.09904  -1.0213
55 C 0.70578 1.06769 2.41463  -1.0635
56 H -0.16479 2.53813 6.10228  0.3304
57 H -0.96152 1.06496 5.54360  0.3429
58 H -1.15340 2.58952 4.64371  0.3895
59 H 2.46130 3.20753 5.36651  0.2938
60 H 3.23239 2.78251 3.84567  0.3098
61 H 1.87128 3.90348 3.86689  0.3263
62 H 1.08174 -0.68196 5.31108  0.2120
63 H 2.65150 -0.40768 4.51682  0.3021
64 H 2.28412 0.38498 6.05788  0.3803
65 H 1.68258 1.13110 1.89062  0.4308
66 H 0.12745 1.92011 2.00817  0.0644



This record from the Open Molecules 2025 dataset describes a molecular structure, C23H39MnN3O7P2SSi2 in a non-equilibrium geometry. The level of theory is ωB97M-V with the def2-TZVPD basis set.

**2S+1**: 5
**HOMO level (spin up / spin down)**: -4.828 / -4.830 eV
**LUMO (spin up / spin down)**: 1.4933 / 1.9057 eV
**Frontier orbital gap (spin up / spin down)**: 0.2323 / 0.2475 hartree
**Net charge**: -1

Last column: Mulliken spin population.
Cartesian coordinates (Å):
1 Mn 0.01476 -0.04297 -0.54225  4.0935
2 C -2.13397 -6.10790 0.53441  0.0011
3 Si -2.74732 -4.47730 1.32397  -0.0023
4 C -4.56262 -4.74486 1.87429  0.0000
5 C -1.74409 -4.07609 2.89933  0.0003
6 C -2.76582 -3.06205 0.06501  -0.0239
7 C -3.92505 -2.49283 -0.40614  0.0065
8 C -3.86213 -1.42265 -1.29742  -0.0152
9 C -2.63067 -0.90338 -1.61994  0.0503
10 N -1.47371 -1.41039 -1.16758  -0.0406
11 C -1.54074 -2.51454 -0.37920  0.0248
12 S -0.08708 -3.30011 -0.00223  0.0301
13 H -2.26885 -6.94411 1.21485  0.0001
14 H -1.07914 -6.03560 0.29045  -0.0006
15 H -2.67007 -6.33531 -0.38271  0.0000
16 H -4.59568 -5.34756 2.77458  0.0000
17 H -5.14799 -5.25747 1.11853  0.0000
18 H -5.05509 -3.80415 2.09630  0.0000
19 H -2.09942 -4.65715 3.74806  0.0000
20 H -1.83067 -3.02448 3.16177  -0.0005
21 H -0.69054 -4.29749 2.75821  0.0000
22 H -4.88535 -2.88157 -0.09903  0.0011
23 H -4.75487 -0.97845 -1.70918  -0.0010
24 H -2.56492 -0.05053 -2.28082  -0.0246
25 O -1.63779 -0.11598 3.01028  0.0027
26 P -1.59011 1.13399 1.95710  0.0168
27 O -2.65151 2.08914 2.28071  0.0007
28 O -1.49191 0.52360 0.59031  0.0568
29 O -0.07451 1.67688 2.30700  0.0033
30 P 0.62080 2.50481 1.07845  0.0002
31 O 1.96417 2.96309 1.85141  -0.0004
32 O -0.14617 3.65014 0.60244  -0.0007
33 O 1.07465 1.47311 0.05076  0.0458
34 H -2.12531 0.19079 3.77028  0.0005
35 H 2.34921 2.24255 2.34660  0.0002
36 N 0.85301 -1.25284 5.68954  0.0002
37 C 1.26723 -1.16370 4.62375  0.0000
38 C 1.81470 -1.05508 3.32829  0.0030
39 C 3.17956 -0.80208 3.15060  0.0011
40 C 3.65320 -0.69324 1.85462  -0.0019
41 C 2.76998 -0.84313 0.79943  0.0473
42 N 1.46287 -1.06252 0.96552  -0.0307
43 C 0.99615 -1.17255 2.20041  0.0241
44 H 3.84314 -0.71265 4.00132  0.0000
45 H 4.69706 -0.49732 1.66189  -0.0002
46 H 3.09933 -0.80422 -0.22696  0.0024
47 H -0.05916 -1.37985 2.30785  0.0164
48 C 3.14993 0.71272 -2.36567  -0.0100
49 Si 1.31394 0.04526 -2.58694  -0.1345
50 C 1.66365 -1.63482 -3.65019  -0.0389
51 C 2.70047 -1.48067 -4.76391  -0.0087
52 C 0.35932 -2.14923 -4.25591  -0.0135
53 C 2.19166 -2.69144 -2.67827  -0.0191
54 C 0.57478 1.53043 -3.73622  -0.0860
55 C -0.95302 1.47308 -3.69292  -0.0142
56 C 1.02185 1.50368 -5.19867  -0.0067
57 C 0.99499 2.87524 -3.13862  -0.0117
58 H 3.52013 1.17112 -3.27827  0.0014
59 H 3.85585 -0.06483 -2.08625  0.0038
60 H 3.14817 1.46755 -1.58420  0.0023
61 H 2.35212 -0.82296 -5.55162  0.0005
62 H 2.90877 -2.45413 -5.21384  -0.0005
63 H 3.63505 -1.08912 -4.37541  0.0006
64 H -0.06854 -1.41606 -4.93399  0.0023
65 H -0.36157 -2.34824 -3.46690  0.0052
66 H 0.52383 -3.07378 -4.81296  -0.0004
67 H 3.15862 -2.40059 -2.27862  -0.0002
68 H 2.31343 -3.65276 -3.17607  0.0000
69 H 1.50462 -2.82129 -1.84705  0.0172
70 H -1.31827 0.49681 -4.00835  0.0059
71 H -1.38229 2.23480 -4.34794  -0.0006
72 H -1.28760 1.66766 -2.67109  0.0204
73 H 0.63781 0.62373 -5.70741  0.0002
74 H 2.10568 1.50238 -5.27395  0.0012
75 H 0.65296 2.38839 -5.72332  -0.0012
76 H 0.76913 2.91525 -2.07571  -0.0020
77 H 0.45203 3.68298 -3.63278  0.0000
78 H 2.05789 3.05643 -3.27155  0.0005



This record from the Open Molecules 2025 dataset describes 3 unconnected molecules or ions with the total composition C23H39N4O9P2 in a non-equilibrium geometry. The level of theory is ωB97M-V with the def2-TZVPD basis set.

**2S+1**: 1
**HOMO level**: -4.514 eV
**LUMO**: 2.4571 eV
**Frontier orbital gap**: 0.2562 hartree
**Net charge**: -1

Last column: Mulliken charge in e.
Cartesian coordinates (Å):
1 C -2.78603 -1.57444 0.77587  -0.1157
2 C -2.89669 -0.44338 -0.39788  -0.4010
3 O -1.53706 -0.11371 -0.75855  0.3584
4 C -1.35199 1.31342 -0.99399  -0.7597
5 C -1.48555 2.24031 0.30877  -0.5298
6 P 0.09160 2.32056 1.39948  1.8351
7 C 0.07204 4.27129 1.16956  -1.0183
8 O 1.12848 4.83315 2.04455  -0.2903
9 C 0.58311 5.81044 2.93151  0.7760
10 C 0.76672 5.59639 4.50678  -0.7924
11 O -0.07047 6.82474 2.50723  -0.6279
12 P -0.96353 2.28090 3.32386  -0.4445
13 O -1.99285 3.64702 3.53951  -0.4847
14 O -2.03958 0.91294 3.39325  -0.4154
15 O 1.71055 2.62790 2.05372  -0.2609
16 C 2.24123 1.37239 2.53171  -0.8871
17 O 3.63979 1.29283 2.94186  -0.3188
18 C 3.88111 2.52060 3.63236  0.6718
19 N 4.37507 3.40004 4.31075  -0.6326
20 C 1.57524 0.17633 1.67681  0.8269
21 C 1.65354 -1.27534 2.41404  -1.0195
22 C 1.93422 -2.47441 1.35580  0.5495
23 C 0.66916 -3.27907 0.73893  -0.7176
24 N 3.14693 -2.81404 0.93369  -0.8090
25 O 1.87296 0.02423 0.26832  0.1286
26 C 3.14071 0.61443 -0.10344  0.0116
27 C 3.32121 0.30318 -1.70185  -1.0597
28 O 0.16139 0.57247 1.62897  -0.5091
29 H -2.61109 -2.59096 0.24353  -0.1976
30 H -3.69716 -1.59481 1.46502  0.3426
31 H -1.81461 -1.39146 1.38324  -0.1038
32 H -3.51971 0.43033 -0.00258  0.3346
33 H -3.49785 -0.90337 -1.27739  0.0768
34 H -0.30516 1.43080 -1.48352  0.1180
35 H -2.10060 1.62562 -1.83003  0.4058
36 H -2.39936 1.98498 0.97092  -0.0530
37 H -1.68892 3.31758 -0.08003  0.3522
38 H 0.78393 2.35193 0.13670  -0.3089
39 H -0.94914 4.73161 1.40055  0.3233
40 H 0.37447 4.46314 0.07838  0.2721
41 H 0.31676 6.50232 5.03977  0.2940
42 H 1.87468 5.53209 4.79424  0.2746
43 H 0.25748 4.65590 4.91772  0.1756
44 H -2.79534 3.55370 2.96093  0.3027
45 H -2.88812 1.10895 2.92991  0.2640
46 H 1.69159 1.25468 3.55320  0.3728
47 H 2.49107 -1.32292 3.19818  0.3675
48 H 0.61519 -1.43991 2.90172  0.2323
49 H 0.37731 -2.78312 -0.25599  0.0135
50 H 1.02711 -4.34394 0.52741  0.4387
51 H -0.22080 -3.30952 1.47219  0.2115
52 H 3.84046 -2.18704 1.39704  0.3406
53 H 4.02698 0.07315 0.40586  0.2742
54 H 3.18880 1.75423 -0.00858  0.1461
55 H 3.10045 1.30087 -2.25324  0.3377
56 H 4.37065 -0.07782 -1.96123  0.3076
57 H 2.48729 -0.41791 -2.06426  0.1005
58 N -0.99554 -0.57428 -3.83793  0.3486
59 C -0.29849 -0.43380 -5.00765  -0.5086
60 C -1.19305 -0.51275 -6.04811  -0.5694
61 C -2.47828 -0.70225 -5.48469  -0.5653
62 C -2.32564 -0.73341 -4.11899  -0.3403
63 H -0.59260 -0.56146 -2.91138  0.1238
64 H 0.77185 -0.29152 -4.99931  0.4436
65 H -0.94865 -0.44069 -7.09803  0.3912
66 H -3.41231 -0.80402 -6.01821  0.4382
67 H -3.04698 -0.85601 -3.32572  0.1864
68 N -1.17182 -4.82430 -2.93070  0.0916
69 C -0.54937 -5.74199 -3.73362  -0.4459
70 C -0.34449 -6.88219 -2.99470  -0.4780
71 C -0.86801 -6.64527 -1.69958  -0.5292
72 C -1.37448 -5.36838 -1.69055  -0.3105
73 H -1.43999 -3.89296 -3.20945  0.2197
74 H -0.30513 -5.50474 -4.75818  0.3881
75 H 0.12877 -7.78681 -3.34789  0.3847
76 H -0.87424 -7.33282 -0.86628  0.3839
77 H -1.85920 -4.80066 -0.91030  0.2674



no.,total energy (Ha)
1,-2575.230928
2,-4402.114924
3,-2478.488154